Run 1
The following is a quantum chemistry calculation of a molecular structure, C4H3I, from OMol25.

```
! wB97M-V def2-TZVPD RIJCOSX def2/J DEFGRID3
* xyz 0 1
C -2.67 0.52 0.02
C -1.49 0.30 -0.02
C 0.46 -0.01 -0.01
C 1.62 -0.81 -0.01
I 3.51 0.07 0.01
H -3.69 0.77 0.03
H 0.66 1.05 -0.06
H 1.60 -1.89 0.05
*
```

Values from the calculation:
Gap between HOMO and LUMO ... 0.33437 Ha

=====

Run 2
The following is a quantum chemistry calculation of C4H3I in the gas phase, from OMol25.

```
! wB97M-V def2-TZVPD RIJCOSX def2/J DEFGRID3
* xyz 0 1
I -2.91 -0.19 0.02
C -0.87 0.13 0.47
C 0.52 1.23 -0.11
C 1.37 0.20 -0.10
C 0.14 -0.49 -0.31
H -0.81 0.31 1.58
H 2.31 -0.01 -0.31
H 0.25 -1.18 -1.24
*
```

Values from the calculation:
Gap between HOMO and LUMO ... 0.33508 Ha
SMILES string ... I[C@@H]1C2=C[C@H]21

=====

Energy relative to the most stable one, in kJ/mol: run 1 54.1; run 2 0.0